(1)
C51H48Cl2IN7O4P2PbSe2Te as an isolated structure at a distorted geometry. Source: the Open Molecules 2025 dataset; level of theory: ωB97M-V/def2-TZVPD.

Results
gap between HOMO and LUMO: 6.31 eV
energy above the lowest of the compared OMol25 structures with the same formula, charge and spin: 58.0 kJ/mol

Each line ends with the Löwdin charge.
Element x y z (Å)
Pb1 -1.1081 -0.4054 0.5358  0.98
C1 -4.8227 3.9818 6.5628  -0.08
O1 -3.7613 3.4000 5.8474  -0.10
C2 -2.5172 3.9832 5.9049  -0.21
C3 -2.1865 5.0714 6.6876  -0.02
C4 -0.9015 5.5967 6.6329  -0.09
C5 0.0405 5.0508 5.7846  -0.09
C6 -0.2789 3.9539 4.9976  -0.02
C7 -1.5474 3.3958 5.0621  -0.16
N1 -2.0005 2.3219 4.3076  0.15
C8 -1.3592 1.4644 3.4401  -0.34
N2 -0.1321 1.0743 3.8080  0.16
C9 0.8106 0.1785 3.2682  -0.20
C10 0.6439 -0.5586 2.0958  -0.24
C11 1.7048 -1.4044 1.7532  -0.19
C12 2.8463 -1.5284 2.5142  -0.10
C13 2.9860 -0.7953 3.6828  -0.03
C14 1.9758 0.0662 4.0602  -0.21
O2 2.0156 0.8605 5.1938  -0.11
C15 3.1600 0.7850 6.0074  -0.08
N3 -2.0261 0.9593 2.4466  0.02
C16 -3.2565 1.4831 2.0719  -0.33
C17 -4.3378 0.5606 1.9626  -0.44
C18 -5.6370 1.0369 1.5757  -0.45
C19 -5.7952 2.4180 1.3141  -0.12
C20 -4.7302 3.2682 1.3605  -0.02
C21 -3.4456 2.8159 1.7408  -0.25
O3 -2.3504 3.6344 1.8798  -0.15
C22 -2.4705 5.0090 1.6244  -0.08
H1 -5.7048 3.4033 6.2909  0.10
H2 -4.9741 5.0277 6.2816  0.10
H3 -4.6671 3.9144 7.6430  0.10
H4 -2.9195 5.5147 7.3442  0.11
H5 -0.6498 6.4417 7.2540  0.10
H6 1.0295 5.4809 5.7194  0.10
H7 0.4510 3.5590 4.3092  0.11
H8 -3.0083 2.3383 4.1923  0.14
H9 0.1874 1.4617 4.6883  0.13
H10 1.6270 -2.0019 0.8553  0.06
H11 3.6363 -2.1976 2.2078  0.11
H12 3.8690 -0.9227 4.2879  0.10
H13 3.0311 1.5436 6.7794  0.09
H14 4.0741 1.0049 5.4457  0.10
H15 3.2494 -0.1985 6.4824  0.10
H16 -4.2495 -0.3362 2.5516  0.09
H17 -6.5005 0.4538 1.8520  0.09
H18 -6.7800 2.7971 1.0894  0.11
H19 -4.8845 4.3163 1.1566  0.11
H20 -1.4706 5.4149 1.7793  0.10
H21 -3.1731 5.4883 2.3158  0.10
H22 -2.7868 5.2099 0.5963  0.09
Se1 4.0640 -3.4534 -3.6663  0.39
P1 3.5359 -1.4196 -3.7599  0.56
C23 2.8805 -0.9738 -5.4010  -0.33
C24 1.5596 -1.2849 -5.6918  -0.09
C25 1.0389 -1.0233 -6.9445  -0.07
C26 1.8470 -0.4607 -7.9199  -0.08
C27 3.1755 -0.1801 -7.6418  -0.08
C28 3.6983 -0.4391 -6.3879  -0.08
C29 4.9468 -0.3031 -3.4909  -0.36
C30 6.1600 -0.8712 -3.1334  -0.12
C31 7.2777 -0.0753 -2.9641  -0.08
C32 7.1812 1.2924 -3.1536  -0.09
C33 5.9654 1.8625 -3.5016  -0.08
C34 4.8440 1.0726 -3.6753  -0.10
C35 2.2878 -0.8947 -2.5805  -0.39
C36 1.1468 -1.4075 -1.9431  -0.43
N4 0.6992 -0.4078 -1.1430  -0.20
N5 1.5103 0.6121 -1.2671  -0.07
N6 2.4558 0.3526 -2.1077  0.01
P2 0.0644 -2.8261 -2.0693  0.65
Se2 -0.9993 -3.2363 -0.2571  0.39
C37 0.9047 -4.3371 -2.6134  -0.39
C38 0.9384 -4.7164 -3.9500  -0.14
C39 1.5555 -5.9010 -4.3057  -0.10
C40 2.1456 -6.6987 -3.3397  -0.08
C41 2.1129 -6.3188 -2.0083  -0.08
C42 1.4893 -5.1411 -1.6410  -0.13
C43 -1.1120 -2.3889 -3.3896  -0.35
C44 -1.8821 -3.3913 -3.9705  -0.09
C45 -2.7117 -3.0865 -5.0331  -0.07
C46 -2.8035 -1.7821 -5.4934  -0.08
C47 -2.0950 -0.7712 -4.8661  -0.07
C48 -1.2481 -1.0731 -3.8153  -0.09
H23 0.9425 -1.7259 -4.9206  0.07
H24 0.0056 -1.2583 -7.1596  0.10
H25 1.4420 -0.2524 -8.8996  0.10
H26 3.8075 0.2422 -8.4088  0.10
H27 4.7336 -0.2202 -6.1679  0.11
H28 6.2203 -1.9432 -3.0002  0.04
H29 8.2197 -0.5248 -2.6868  0.10
H30 8.0557 1.9157 -3.0324  0.10
H31 5.8959 2.9321 -3.6386  0.10
H32 3.8960 1.5146 -3.9413  0.10
H33 0.4988 -4.0900 -4.7134  0.10
H34 1.5877 -6.1892 -5.3451  0.11
H35 2.6404 -7.6142 -3.6278  0.11
H36 2.5764 -6.9380 -1.2549  0.11
H37 1.4475 -4.8405 -0.6020  0.08
H38 -1.8060 -4.4039 -3.5975  0.11
H39 -3.2777 -3.8712 -5.5119  0.11
H40 -3.4344 -1.5509 -6.3383  0.10
H41 -2.1833 0.2496 -5.2067  0.11
H42 -0.6705 -0.2868 -3.3493  0.10
Te1 -4.6730 -0.1566 -0.1492  0.99
N7 -2.8661 -4.2860 2.3982  0.16
C49 -2.5647 -2.9913 2.5521  -0.72
O4 -3.0839 -2.1081 1.8937  -0.15
C50 -1.6488 -2.6174 3.6957  -0.52
I1 -0.0150 -3.9522 4.0654  0.85
H43 -3.4365 -4.5383 1.6062  0.12
H44 -2.3007 -5.0026 2.8269  0.04
H45 -2.2464 -2.5839 4.6079  0.06
H46 -1.2142 -1.6405 3.4950  0.01
Cl1 -0.7660 2.4254 -0.4037  0.57
C51 -2.1440 2.5137 -1.5335  -0.99
Cl2 -1.8787 3.7499 -2.7646  0.52
H47 -3.0459 2.7670 -0.9761  0.00
H48 -2.2528 1.5520 -2.0337  0.00

(2)
A 2-piece molecular cluster, C2H10N2O overall at a distorted geometry. Source: the Open Molecules 2025 dataset; level of theory: ωB97M-V/def2-TZVPD.

Results
gap between HOMO and LUMO: 9.94 eV
energy above the lowest of the compared OMol25 structures with the same formula, charge and spin: 150.7 kJ/mol
SMILES: NCN.CO

Each line ends with the Löwdin charge.
Element x y z (Å)
N1 0.2564 0.5865 1.3757  0.02
C1 -0.8569 -0.0844 2.0069  -0.41
N2 -1.8695 -0.5618 1.0992  -0.03
H1 0.9647 -0.0190 1.3350  0.00
H2 -0.0107 0.9495 0.4939  0.05
H3 -0.4229 -0.9383 2.5459  0.11
H4 -1.2270 0.6876 2.7584  0.11
H5 -2.5130 0.2547 0.7754  0.11
H6 -2.5615 -0.9660 1.6902  0.04
C2 1.0704 -0.0403 -2.5048  -0.13
O1 2.0122 0.5553 -1.5366  -0.13
H7 0.2166 -0.5267 -1.9524  0.08
H8 0.6481 0.7845 -3.0536  0.06
H9 1.4980 -0.8415 -3.1642  0.09
H10 2.7950 0.1598 -1.8691  0.04

(3)
A 3-piece molecular cluster, C3H13NO3 overall at a distorted geometry. Source: the Open Molecules 2025 dataset; level of theory: ωB97M-V/def2-TZVPD.

Results
gap between HOMO and LUMO: 10.51 eV
energy above the lowest of the compared OMol25 structures with the same formula, charge and spin: 145.2 kJ/mol
SMILES: CNCCO.O.O

Each line ends with the Löwdin charge.
Element x y z (Å)
C1 -0.8022 0.1359 2.2953  -0.13
N1 -0.5360 0.3316 0.8820  -0.15
C2 0.7791 1.0445 0.7280  -0.20
C3 1.1010 1.1748 -0.7707  -0.22
O1 1.4217 -0.0449 -1.4725  -0.06
H1 -0.7126 -0.8436 2.7620  0.07
H2 0.0047 0.6757 2.8417  0.08
H3 -1.8613 0.4771 2.4662  0.10
H4 -1.2593 0.9522 0.6190  0.09
H5 1.5348 0.5940 1.3119  0.10
H6 0.5941 2.0194 1.2601  0.13
H7 2.1362 1.7128 -0.8532  0.14
H8 0.2989 1.7559 -1.2461  0.12
H9 0.7673 -0.1032 -2.0998  -0.03
O2 -0.4593 -2.2853 -0.3869  -0.14
H10 -0.3624 -1.3426 0.0593  0.04
H11 0.3977 -2.7040 -0.1342  0.06
O3 -0.7767 -0.8087 -2.8368  -0.08
H12 -0.8851 -1.4127 -2.0453  0.03
H13 -1.3804 -1.3287 -3.3799  0.05

(4)
C6H11N as an isolated structure at a distorted geometry. Source: the Open Molecules 2025 dataset; level of theory: ωB97M-V/def2-TZVPD.

Results
gap between HOMO and LUMO: 9.87 eV
energy above the lowest of the compared OMol25 structures with the same formula, charge and spin: 788.5 kJ/mol

Each line ends with the Löwdin charge.
Element x y z (Å)
C1 2.2310 0.1464 0.0936  -0.11
C2 0.7632 0.0572 -0.0330  -0.47
C3 -0.1506 1.3779 -0.2169  -0.18
C4 -1.5211 0.7297 0.0875  -0.26
C5 -0.2492 -0.7425 0.9892  -0.23
C6 -0.0580 -1.0186 -1.0025  -0.05
H1 2.5683 0.1215 1.5072  0.18
H2 2.3294 -0.9663 -0.1740  0.07
H3 2.7282 1.2250 -0.4363  0.15
H4 0.4442 2.3935 0.3889  0.18
H5 -0.1644 1.6544 -1.3495  0.10
H6 -2.4105 1.3149 -0.7214  0.18
H7 -1.6331 1.0637 1.1637  0.09
H8 -0.2886 -2.0496 1.0742  0.19
H9 -0.8217 -0.1511 1.8403  0.13
H10 -0.1944 -0.7022 -2.0311  0.09
H11 0.1966 -2.0718 -0.9745  0.09
N1 -1.2637 -0.7332 0.0293  -0.16

no.,DFT total energy (eV)
1,-267243.00737
2,-7262.36105
3,-10953.26705
4,-7882.35916